[1]
13
Properties=species:S:1:pos:R:3 method="wB97M-V/def2-TZVPD" homo_energy_ev=-8.13 homo_lumo_gap_ev=8.8 e_lumo_ev=0.706
C 0.97950 -2.42885 -0.34344
C -0.08999 -1.78735 -0.02832
C -1.25197 1.97433 -0.12892
C 0.52726 0.47952 0.28038
O -0.14033 1.22421 -0.56507
Br 2.42425 0.44630 0.00543
H 1.23233 -3.50609 -0.43829
H 1.87350 -1.81263 -0.35348
H -1.13743 -1.92809 0.25428
H -1.52796 2.63241 -0.96472
H -1.09182 2.67683 0.83393
H -2.08245 1.32737 0.09227
H 0.28512 0.70204 1.35593

***

[2]
14
Properties=species:S:1:pos:R:3 method="wB97M-V/def2-TZVPD" homo_energy_ev="-9.15 / -7.78" homo_lumo_gap_ev="9.2 / 6.2" e_lumo_ev="0.041 / -1.548"
C 0.16125 -0.10703 0.32360
C -1.09829 -0.28198 0.51672
C 0.46390 -1.45886 -1.74137
C 1.13929 -0.48955 -0.73865
O -0.66453 3.09313 2.30866
S -1.44224 1.82060 3.03623
Br -2.58708 -1.02638 -0.01335
H 0.77383 0.51303 1.03431
H 0.01918 -2.40986 -1.21111
H 1.21392 -1.74326 -2.53013
H -0.47308 -0.99923 -2.06453
H 1.48236 0.35439 -1.42653
H 1.98325 -1.11493 -0.35935
H -0.97175 3.84994 2.86550

***

[3]
13
Properties=species:S:1:pos:R:3 method="wB97M-V/def2-TZVPD" s_squared=0.7517 homo_energy_ev="-17.74 / -17.75" charge=+2 homo_lumo_gap_ev="7.5 / 7.7" e_lumo_ev="-10.291 / -10.014" multiplicity=2
C -1.46111 -0.96537 -0.23064
C -0.54684 -0.05008 0.59276
C 0.74718 0.24522 0.03624
O 1.67910 0.71485 0.71157
Ce 4.27476 0.94964 0.63645
H -1.05230 -1.37818 -1.15330
H -0.60817 -0.10233 1.67938
H -2.04916 -1.65866 0.36909
H 0.81537 0.27959 -1.06787
C -1.76700 0.47248 -0.17646
H -1.57018 1.08445 -1.05740
H -2.57654 0.82028 0.46340
H 4.11488 -0.41188 -0.80322

***

So what do the calculations give for total energy? Going down the list: -2805.68819, -3203.85519, -706.20512 a.u..
So what do the calculations give for relative energy (zero: lowest compared OMol25 entry of this formula, charge and spin)? Going down the list: 105.18, 99.59, 0.00 kcal/mol.